--- a ---
Computed, not measured: a gas-phase ion, C6H10N (charge +1), with ωB97M-V with the def2-TZVPD basis set.

As for the HOMO-LUMO gap: 8.601 eV. As for the net charge: +1. As for the multiplicity: 1.

XYZ file:
```
17
Properties=species:S:1:pos:R:3:mulliken_charge:R:1
N 0.957 -1.306 -0.145 -0.529
C 2.693 0.401 0.036 -1.052
C 1.262 -0.063 0.004 0.578
C -0.475 -1.455 -0.142 -0.478
C 0.040 0.795 0.093 -0.454
C -1.028 -0.114 -0.065 0.302
C -2.469 0.260 -0.062 -0.960
H 2.687 1.477 -0.002 0.334
H 0.210 1.564 -0.654 0.413
H -2.469 0.293 1.083 0.328
H -0.826 -1.891 0.758 0.358
H 3.276 0.047 0.931 0.295
H 3.224 -0.006 -0.814 0.323
H -3.244 -0.553 -0.390 0.350
H -0.977 -2.016 -0.922 0.427
H -0.187 1.384 0.929 0.419
H -2.675 1.184 -0.638 0.347
```

***

--- b ---
Computed, not measured: a gas-phase ion, C6H10N (charge +1), with ωB97M-V with the def2-TZVPD basis set.

As for the SMILES: C=[N+]=C1CC[C@H]1C. As for the HOMO-LUMO gap: 9.193 eV. As for the net charge: +1. As for the multiplicity: 1.

XYZ file:
```
17
Properties=species:S:1:pos:R:3:mulliken_charge:R:1
N -0.383 -1.279 1.157 0.014
C -1.718 0.315 -0.769 -0.525
C -0.334 -0.600 0.145 0.003
C -0.557 -1.719 2.343 -0.192
C -0.534 1.216 -1.132 -0.456
C 1.960 0.598 -0.283 -1.235
C 0.589 0.126 -0.852 0.120
H -0.611 -0.973 3.121 0.303
H -2.227 -0.444 -1.406 0.327
H 0.681 -0.605 -1.741 0.374
H -0.368 1.649 -2.167 0.358
H -2.503 0.722 -0.153 0.325
H -0.392 1.883 -0.226 0.249
H -0.279 -2.843 2.552 0.273
H 2.570 -0.307 -0.230 0.364
H 1.777 1.046 0.711 0.337
H 2.332 1.215 -1.069 0.360
```

***

--- c ---
Computed, not measured: 2 unconnected molecules or ions with the total composition C6H10N, with ωB97M-V with the def2-TZVPD basis set.

As for the HOMO-LUMO gap (spin up / spin down): 7.221 / 7.113 eV. As for the net charge: +1. As for the multiplicity: 1.

XYZ file:
```
17
Properties=species:S:1:pos:R:3:mulliken_charge:R:1
N -0.336 0.913 -0.694 0.079
C 0.114 0.555 0.553 0.309
C 0.577 1.038 -1.676 -0.423
C 1.798 -2.889 0.582 -0.386
C -0.734 0.457 1.727 -1.475
C 1.296 -2.285 -0.319 -0.470
C -1.636 1.130 -0.932 -0.288
H -1.608 -0.182 1.565 0.393
H 0.880 -1.821 -1.166 0.508
H -2.368 1.013 -0.157 0.266
H -1.946 1.418 -1.919 0.236
H 0.256 1.314 -2.663 0.252
H 1.176 0.380 0.636 0.487
H 1.619 0.872 -1.476 0.342
H 2.225 -3.436 1.369 0.412
H -1.143 1.441 1.995 0.438
H -0.169 0.083 2.576 0.320
```

***

Taking the most stable structure as the zero point, the relative energies in hartree are a 0.0000; b 0.0424; c 0.1348.

***

--- a ---
Computed, not measured: C3H2N2O2 in the gas phase, with ωB97M-V with the def2-TZVPD basis set.

As for the SMILES: O=CC(=O)N1C=N1. As for the HOMO-LUMO gap: 9.650 eV. As for the multiplicity: 1.

XYZ file:
```
9
Properties=species:S:1:pos:R:3:mulliken_charge:R:1
O -2.338 0.333 -1.018 -0.402
O -0.301 -1.672 -0.224 -0.455
N 0.659 0.291 0.588 -0.293
N 2.059 -0.618 0.639 -0.304
C -0.393 -0.512 0.067 0.656
C 1.858 0.327 -0.128 0.222
C -1.721 0.251 0.013 -0.054
H 2.283 0.958 -0.889 0.314
H -2.078 0.698 0.961 0.317
```

***

--- b ---
Computed, not measured: C3H2N2O2 in the gas phase, with ωB97M-V with the def2-TZVPD basis set.

As for the HOMO-LUMO gap: 10.737 eV. As for the multiplicity: 1.

XYZ file:
```
9
Properties=species:S:1:pos:R:3:mulliken_charge:R:1
O 0.619 0.481 0.302 -0.218
O 1.237 -1.389 -0.854 -0.486
N -1.406 -0.557 -0.460 -0.541
N -1.520 1.130 1.462 -0.186
C -0.739 0.312 0.138 0.826
C 1.505 -0.417 -0.208 0.224
C -1.405 1.778 0.460 -0.356
H -0.805 -1.237 -0.925 0.364
H 2.512 -0.101 0.086 0.373
```

***

--- c ---
Computed, not measured: C3H2N2O2 in the gas phase, with ωB97M-V with the def2-TZVPD basis set.

As for the SMILES: O=c1nccno1. As for the HOMO-LUMO gap: 8.567 eV. As for the multiplicity: 1.

XYZ file:
```
9
Properties=species:S:1:pos:R:3:mulliken_charge:R:1
O -0.943 -1.314 0.150 -0.160
O -2.776 -0.094 -0.093 -0.383
N -0.657 1.030 0.352 -0.448
N 0.432 -1.462 0.112 -0.253
C -1.627 -0.044 0.029 0.543
C 1.198 -0.402 -0.033 0.039
C 0.671 0.886 0.007 0.116
H 1.343 1.849 -0.385 0.265
H 2.360 -0.450 -0.139 0.280
```

***

--- d ---
Computed, not measured: C3H2N2O2 in the gas phase, with ωB97M-V with the def2-TZVPD basis set.

As for the SMILES: [H]/N=C1/N=CC(=O)O1. As for the HOMO-LUMO gap: 9.904 eV. As for the multiplicity: 1.

XYZ file:
```
9
Properties=species:S:1:pos:R:3:mulliken_charge:R:1
O 0.856 2.160 0.801 -0.481
O -0.245 0.161 1.099 -0.322
N -0.883 -2.004 0.391 -0.558
N -0.152 -0.453 -1.155 -0.342
C 0.481 0.608 -1.047 -0.021
C -0.452 -0.838 0.100 0.447
C 0.398 1.157 0.337 0.612
H 0.992 1.102 -1.899 0.361
H -0.996 -1.893 1.373 0.305
```

***

Taking the most stable structure as the zero point, the relative energies in hartree are a 0.1132; b 0.0866; c 0.1068; d 0.0000.

***

--- a ---
Computed, not measured: C3H2N2O2 in the gas phase, with ωB97M-V with the def2-TZVPD basis set.

As for the HOMO-LUMO gap (spin up / spin down): 9.212 / 7.852 eV. As for the multiplicity: 1.

XYZ file:
```
9
Properties=species:S:1:pos:R:3:mulliken_charge:R:1
O 0.769 1.985 -0.477 -0.347
O 1.361 -1.159 0.779 -0.171
N 1.207 -1.305 -0.584 -0.318
N 1.454 -0.111 -0.102 0.309
C 0.566 0.914 -0.099 0.498
C -1.045 0.439 0.346 -0.431
C -1.498 -0.655 -0.024 -0.366
H -1.384 1.418 0.611 0.363
H -1.430 -1.526 -0.451 0.464
```

***

--- b ---
Computed, not measured: 2 unconnected molecules or ions with the total composition C3H2N2O2, with ωB97M-V with the def2-TZVPD basis set.

As for the HOMO-LUMO gap: 7.674 eV. As for the multiplicity: 1.

XYZ file:
```
9
Properties=species:S:1:pos:R:3:mulliken_charge:R:1
O -0.156 -1.868 -0.012 -0.510
O -2.083 -0.722 -0.048 -0.264
N 0.355 -0.795 -0.093 0.163
N -1.254 2.766 -0.063 -0.272
C 1.612 -0.491 0.011 -0.357
C -1.455 0.259 0.087 0.648
C -1.398 1.626 0.023 0.087
H 2.027 0.496 0.226 0.240
H 2.353 -1.271 -0.131 0.265
```

***

--- c ---
Computed, not measured: C3H2N2O2 in the gas phase, with ωB97M-V with the def2-TZVPD basis set.

As for the SMILES: O=c1cnonc1. As for the HOMO-LUMO gap: 9.643 eV. As for the multiplicity: 1.

XYZ file:
```
9
Properties=species:S:1:pos:R:3:mulliken_charge:R:1
O 0.156 -0.549 -2.003 -0.490
O -0.070 0.741 1.649 -0.127
N -1.285 0.743 0.955 -0.250
N 1.127 0.192 1.338 -0.204
C 0.119 -0.220 -0.870 0.483
C -1.163 0.309 -0.332 -0.015
C 1.148 -0.355 0.203 -0.150
H -2.022 0.176 -1.040 0.371
H 1.990 -1.037 0.101 0.383
```

***

--- d ---
Computed, not measured: C3H2N2O2 in the gas phase, with ωB97M-V with the def2-TZVPD basis set.

As for the SMILES: O=Cc1conn1. As for the HOMO-LUMO gap: 9.717 eV. As for the multiplicity: 1.

XYZ file:
```
9
Properties=species:S:1:pos:R:3:mulliken_charge:R:1
O -0.155 1.021 -1.628 -0.049
O 0.472 -1.538 2.200 -0.501
N -0.547 1.723 -0.613 -0.090
N -0.516 0.995 0.470 -0.173
C 0.204 -0.310 0.104 0.331
C 0.154 -0.231 -1.295 -0.064
C 0.278 -1.446 0.931 -0.069
H 0.639 -0.774 -2.234 0.320
H 0.455 -2.184 0.222 0.296
```

***

Taking the most stable structure as the zero point, the relative energies in hartree are a 0.2038; b 0.0538; c 0.0054; d 0.0000.

***

--- a ---
Computed, not measured: 15 unconnected molecules or ions with the total composition H30O15, with ωB97M-V with the def2-TZVPD basis set.

As for the HOMO-LUMO gap: 9.851 eV. As for the multiplicity: 1.

XYZ file:
```
45
Properties=species:S:1:pos:R:3:mulliken_charge:R:1
O -0.096 3.162 1.953 -0.503
O -2.455 -2.240 -3.114 -0.526
O 0.737 1.180 -3.025 -0.610
O -2.278 1.919 -0.800 -0.528
O 2.610 -3.693 -1.372 -0.579
O -4.475 -0.315 -1.542 -0.576
O 4.265 0.539 1.980 -0.600
O 4.660 -0.898 -0.476 -0.616
O 2.052 -1.269 -0.229 -0.534
O -0.181 -0.178 1.073 -0.380
O 1.910 3.645 0.312 -0.600
O -0.856 4.160 -1.279 -0.584
O -4.275 -0.981 4.397 -0.613
O -1.348 -1.379 -0.659 -0.569
O -0.013 -3.939 2.208 -0.631
H -2.860 -2.919 -3.536 0.243
H 2.049 4.552 0.419 0.293
H -0.456 -3.420 1.529 0.320
H -1.996 -0.835 -1.059 -0.053
H 2.403 -4.608 -1.674 0.287
H 5.084 -0.415 0.197 0.345
H 3.784 -1.127 -0.126 0.405
H 0.357 3.887 1.493 0.259
H -4.076 -0.646 5.218 0.307
H -0.271 1.044 -3.054 0.333
H -5.165 -0.184 -0.850 0.312
H 3.525 0.853 2.526 0.298
H -1.890 2.660 -0.353 0.242
H -2.126 1.123 -0.199 0.342
H 3.903 0.710 1.175 0.272
H 2.209 -0.466 0.206 0.223
H 0.203 -0.035 1.968 0.204
H -3.619 -0.613 3.751 0.307
H 1.072 0.999 -2.151 0.280
H -0.646 -0.975 1.177 0.228
H 0.783 -3.398 2.603 0.324
H -0.406 3.627 2.646 0.257
H 2.177 -3.553 -0.529 0.287
H -0.805 3.874 -0.422 0.311
H -0.039 4.038 -1.791 0.310
H -3.068 -1.744 -2.535 0.304
H -3.702 -0.673 -1.123 0.283
H -1.889 -1.740 0.053 0.460
H 1.109 -1.067 -0.469 0.178
H 2.297 3.334 -0.515 0.289
```

***

--- b ---
Computed, not measured: 15 unconnected molecules or ions with the total composition H30O15, with ωB97M-V with the def2-TZVPD basis set.

As for the HOMO-LUMO gap: 9.318 eV. As for the multiplicity: 1.

XYZ file:
```
45
Properties=species:S:1:pos:R:3:mulliken_charge:R:1
O -0.011 0.762 -0.471 -0.318
O 4.033 0.370 1.251 -0.589
O 1.678 0.171 -2.789 -0.534
O -2.061 3.671 0.373 -0.554
O 4.580 -1.961 0.597 -0.581
O -1.863 -2.408 2.795 -0.583
O 0.947 2.792 -0.934 -0.511
O -3.465 -0.958 1.388 -0.565
O -2.871 1.989 -1.400 -0.611
O -5.056 -1.660 -1.529 -0.584
O -0.563 2.667 3.956 -0.611
O 0.805 -2.613 0.659 -0.626
O -1.810 -1.972 -2.263 -0.579
O 3.081 3.406 -1.167 -0.495
O 2.605 -3.296 -0.532 -0.483
H 0.130 2.687 -1.362 0.189
H 2.230 -3.912 0.206 0.313
H -1.823 2.784 0.281 0.312
H 4.156 -1.342 -0.026 0.276
H -2.087 1.429 -1.310 0.225
H -2.396 -1.466 -2.708 0.281
H -1.241 3.017 3.377 0.317
H 0.946 2.144 -0.150 0.336
H -1.025 -2.729 2.492 0.287
H -2.558 -0.661 1.242 0.290
H 3.842 0.678 0.422 0.314
H 1.810 0.768 -3.563 0.291
H 3.628 2.804 -1.646 0.257
H -2.699 2.619 -2.038 0.310
H -0.068 -2.930 0.569 0.297
H 3.703 4.043 -0.695 0.257
H 4.680 -2.782 0.136 0.304
H 0.806 -0.084 -2.926 0.235
H 2.698 -4.014 -1.169 0.251
H 0.478 0.388 0.279 0.208
H -2.740 3.819 1.114 0.272
H -1.730 -1.876 3.648 0.316
H -5.192 -2.138 -2.355 0.315
H 1.135 -3.134 1.401 0.286
H -0.499 0.032 -0.784 0.123
H -0.893 1.988 4.481 0.293
H -2.048 -1.971 -1.292 0.285
H -3.748 -0.666 2.234 0.258
H -4.187 -1.398 -1.457 0.262
H 4.667 0.943 1.667 0.265
```

***

--- c ---
Computed, not measured: 15 unconnected molecules or ions with the total composition H30O15, with ωB97M-V with the def2-TZVPD basis set.

As for the HOMO-LUMO gap: 8.590 eV. As for the multiplicity: 1.

XYZ file:
```
45
Properties=species:S:1:pos:R:3:mulliken_charge:R:1
O 3.774 -1.063 -1.913 -0.558
O -4.009 -2.669 -2.472 -0.629
O -1.060 -1.627 -3.013 -0.506
O 2.718 0.215 2.069 -0.605
O 1.745 1.271 -1.305 -0.526
O -2.507 2.314 0.063 -0.440
O -0.343 2.503 2.476 -0.621
O 1.400 -1.899 -1.166 -0.537
O -3.549 1.044 -3.150 -0.613
O -0.122 2.955 -0.791 -0.528
O 2.483 2.142 2.466 -0.642
O 0.281 -1.651 4.503 -0.607
O -2.521 -1.144 1.117 -0.502
O -0.524 0.094 0.814 -0.218
O 2.526 -2.590 0.233 -0.566
H 3.263 2.285 2.988 0.321
H 0.277 -2.419 3.989 0.297
H 3.578 0.327 1.613 0.320
H 2.340 -3.175 0.941 0.235
H -1.532 -0.868 -2.983 0.259
H -3.215 2.938 0.472 0.279
H 2.940 0.323 2.961 0.297
H -1.243 2.153 2.694 0.282
H -2.837 -0.259 1.530 0.309
H -5.030 -2.633 -2.655 0.320
H 2.165 -1.728 0.626 0.306
H 3.979 -0.794 -1.010 0.262
H 0.054 1.705 2.075 0.226
H 3.214 -0.373 -2.202 0.323
H 2.844 2.239 1.571 0.316
H -3.589 -1.906 -2.871 0.275
H -3.630 0.149 -2.630 0.264
H 2.053 1.363 -2.158 0.241
H -0.709 3.517 -1.312 0.227
H 1.043 -1.237 4.018 0.286
H 0.075 -0.580 0.563 0.090
H 0.294 3.502 -0.081 0.280
H 0.738 -1.263 -1.118 0.210
H -3.052 1.746 -0.480 0.194
H 0.883 -2.629 -0.830 0.356
H 2.151 0.583 -0.778 0.205
H -1.624 -2.406 -2.920 0.312
H -1.192 0.164 0.107 0.217
H -3.189 1.601 -2.448 0.332
H -3.383 -1.469 0.871 0.256
```

***

--- d ---
Computed, not measured: 15 unconnected molecules or ions with the total composition H30O15, with ωB97M-V with the def2-TZVPD basis set.

As for the HOMO-LUMO gap: 9.656 eV. As for the multiplicity: 1.

XYZ file:
```
45
Properties=species:S:1:pos:R:3:mulliken_charge:R:1
O 2.565 -0.154 3.535 -0.572
O -1.457 3.031 0.393 -0.723
O 1.803 0.822 -0.951 -0.603
O -2.941 -2.506 1.777 -0.582
O -1.349 -3.966 -0.634 -0.637
O 0.276 -1.996 -1.544 -0.581
O -0.480 -1.008 -3.981 -0.789
O 0.755 2.008 -3.078 -0.629
O -2.769 0.472 3.049 -0.625
O 1.952 -1.233 -3.112 -0.590
O 3.362 2.813 0.635 -0.562
O -1.161 2.846 2.990 -0.756
O -1.731 0.452 -2.208 -0.512
O 0.278 -2.341 3.294 -0.624
O -0.759 0.396 0.671 -0.521
H -1.269 2.580 2.014 0.499
H -1.811 3.596 2.970 0.311
H -0.790 -1.550 -3.235 0.391
H 2.280 -2.113 -3.290 0.263
H -2.304 1.187 -2.252 0.269
H 3.917 2.733 1.467 0.287
H -0.793 -0.467 1.086 0.143
H 3.485 -0.230 3.347 0.280
H -0.476 3.148 0.278 0.332
H 2.532 -0.487 -3.296 0.278
H -0.820 -4.430 -1.297 0.242
H 3.318 3.714 0.364 0.290
H 1.097 -2.318 -1.839 0.220
H 1.727 1.538 -0.287 0.206
H 0.485 -0.775 -3.770 0.430
H -1.170 0.311 -2.950 0.269
H 2.367 1.399 -1.494 0.284
H 0.216 1.649 -3.747 0.315
H 0.439 -1.037 -1.459 0.293
H -2.490 1.429 3.164 0.344
H 2.102 0.599 3.761 0.296
H -1.594 0.206 0.168 0.307
H 0.949 1.473 -2.308 0.463
H -0.007 -3.004 2.565 0.325
H -1.056 -2.987 -0.758 0.486
H -2.197 -0.038 3.631 0.296
H -1.678 2.086 0.170 0.332
H 0.916 -1.783 2.853 0.283
H -3.476 -2.994 1.138 0.289
H -2.242 -3.071 2.170 0.283
```

***

Taking the most stable structure as the zero point, the relative energies in hartree are a 0.0702; b 0.1337; c 0.2023; d 0.0000.